*i*
C4H9S | ωB97M-V/def2-TZVPD

```
! RIJCOSX wB97M-V def2-TZVPD def2/J DEFGRID3
* xyz -2 2
C -2.25286 1.82399 -0.12868
S -2.04150 -0.07457 0.13609
H -2.52183 1.61119 -1.21743
H -1.14147 2.42155 -0.07579
H -2.93244 2.30472 0.59033
C 1.32107 -0.23578 0.64176
C 2.56164 -0.80067 0.27605
C 2.88739 -1.05657 -1.02830
H 0.45376 -0.92124 0.78004
H 1.05553 0.39953 -0.13058
H 1.48770 0.58040 1.39173
H 3.16104 -1.11669 1.06064
H 3.89852 -1.10437 -1.37817
H 2.09971 -1.36779 -1.76320
*
```

**Orbital gap (alpha / beta)**: 2.556 / 5.907 eV
**Expectation value of S²**: 0.753

***

*ii*
C4H9S | ωB97M-V/def2-TZVPD

```
! RIJCOSX wB97M-V def2-TZVPD def2/J DEFGRID3
* xyz -2 2
C -0.94089 2.71002 -0.09342
S -1.53822 0.94798 -0.20192
H -1.66320 3.36188 -0.58533
H 0.09293 2.78519 -0.45025
H -0.89080 3.00776 0.95369
C 0.53092 -1.91788 -0.75485
C 1.86464 -1.66886 -0.06651
C 1.87854 -1.42910 1.31496
H 0.53773 -2.79672 -1.46374
H 0.04517 -1.10588 -1.31507
H -0.19818 -2.24306 -0.00784
H 2.67089 -1.20973 -0.63887
H 2.05275 -0.42697 1.69873
H 1.30355 -2.00772 2.03014
*
```

**Orbital gap (alpha / beta)**: 3.261 / 5.543 eV
**Expectation value of S²**: 0.754

***

*iii*
C4H9S | ωB97M-V/def2-TZVPD

```
! RIJCOSX wB97M-V def2-TZVPD def2/J DEFGRID3
* xyz -2 2
C 2.26955 -0.41730 -0.54377
S 2.48995 -0.09975 1.27110
H 1.59072 -1.16654 -0.85658
H 3.26523 -0.65624 -0.85713
H 1.68605 0.47683 -0.95273
C -1.38183 1.00232 -0.66498
C -1.53127 -0.27525 0.20044
C -1.11484 -0.49868 1.50226
H -0.88677 0.71686 -1.58550
H -0.65955 1.65022 -0.19437
H -2.27000 1.60528 -0.80265
H -1.68771 -1.05011 -0.46712
H -1.27711 -1.50309 1.90228
H -0.49243 0.21544 2.04874
*
```

**Orbital gap (alpha / beta)**: 2.079 / 5.838 eV
**Expectation value of S²**: 0.751

***

Which of them is the least stable? Correct choice: *i*.

***

*i*
C3H5NS2 | ωB97M-V/def2-TZVPD

```
! RIJCOSX wB97M-V def2-TZVPD def2/J DEFGRID3
* xyz 0 1
C -0.69831 -1.82299 -0.04663
N 0.57416 -1.91908 0.04694
S 1.67353 -0.60742 0.03605
C 0.87038 0.91895 -0.36174
C -0.49114 0.98743 0.37248
S -1.69043 -0.33179 -0.11896
H -1.26090 -2.77875 -0.02046
H 1.63646 1.68612 -0.03882
H 0.70857 1.07410 -1.45287
H -1.06066 1.83384 0.16010
H -0.26168 0.95958 1.42392
*
```

**Orbital gap**: 9.086 eV
**SMILES**: C1=NSCCS1

***

*ii*
C3H5NS2 | ωB97M-V/def2-TZVPD

```
! RIJCOSX wB97M-V def2-TZVPD def2/J DEFGRID3
* xyz 0 1
C 0.48766 -1.22154 0.85760
C 0.73674 -0.97808 -0.37568
C 0.77233 -0.89704 -1.66664
N -0.53189 1.30724 0.38868
S -1.99293 1.94276 -0.18141
S -0.66637 0.17807 1.56138
H 0.97686 -1.94299 1.49177
H 0.03894 -1.48746 -2.11801
H 1.38207 -0.38930 -2.40286
H -1.77499 3.17235 0.16619
H 0.57158 0.31598 2.27899
*
```

**Orbital gap**: 8.367 eV

***

Which of them is the least stable? Correct choice: *ii*.

***

*i*
CH3N3OS | ωB97M-V/def2-TZVPD

```
! RIJCOSX wB97M-V def2-TZVPD def2/J DEFGRID3
* xyz 0 1
C 0.05427 -0.35388 -0.05643
N -1.67479 1.24180 0.13481
N -3.06864 -1.59240 0.10934
N -0.46233 0.82798 0.09726
O -4.18969 0.68726 -0.15850
S -3.01677 -0.12220 0.02238
H -0.58694 -1.21260 -0.15931
H 1.12319 -0.44437 -0.05782
H 0.19258 1.61286 0.20658
*
```

**Orbital gap**: 9.106 eV

***

*ii*
CH3N3OS | ωB97M-V/def2-TZVPD

```
! RIJCOSX wB97M-V def2-TZVPD def2/J DEFGRID3
* xyz 0 1
C 0.75224 -0.15511 0.29380
N 0.86651 1.30716 0.23760
N 0.21264 2.11255 -0.27305
N -0.16284 -0.71183 -0.62985
O -2.12798 -0.55208 0.96616
S -1.83254 -0.43713 -0.46154
H 1.76115 -0.54886 0.15464
H 0.40778 -0.36869 1.30987
H 0.12304 -0.64600 -1.59762
*
```

**Orbital gap (alpha / beta)**: 8.667 / 7.315 eV

***

Which of them is the least stable? Correct choice: *i*.